[1]
{
  "formula": "AlBH40O18",
  "method": "ωB97M-V with the def2-TZVPD basis set",
  "e_homo_ev": -15.718,
  "charge": 2,
  "mol_weight_g_mol": 366.1,
  "e_lumo_ev": -11.728,
  "elements": ["Al", "B", "H", "H", "H", "H", "O", "H", "H", "O", "H", "H", "O", "H", "H", "O", "H", "H", "O", "H", "H", "O", "H", "H", "O", "H", "H", "O", "H", "H", "O", "H", "H", "O", "H", "H", "O", "H", "H", "O", "H", "H", "O", "H", "H", "O", "H", "H", "O", "H", "H", "O", "H", "H", "O", "H", "H", "O", "H", "H"],
  "positions_angstrom": [[-13.61245, 5.83387, -1.63627], [-12.62913, 3.03062, -1.15762], [-13.13826, 3.11637, -2.10508], [-13.36535, 3.28857, -0.41217], [-12.30189, 2.00404, -1.10045], [-11.74828, 3.65355, -1.17428], [-10.79802, 5.57540, -0.07240], [-10.35105, 6.21566, 0.48124], [-10.09341, 5.03931, -0.43621], [-11.09335, 4.99432, -3.23047], [-10.53806, 5.04939, -4.00820], [-10.58910, 4.46505, -2.61255], [-11.16567, 2.49293, 1.05316], [-11.74556, 2.70561, 0.32191], [-10.30259, 2.38870, 0.65256], [-14.16305, 8.65659, -2.52891], [-13.44226, 9.14892, -2.92172], [-14.82260, 9.31928, -2.32381], [-11.40623, 7.85159, -2.26554], [-10.57803, 8.07942, -1.84316], [-11.42995, 8.39271, -3.05475], [-12.03088, 9.60053, -4.07004], [-11.34287, 10.26524, -4.03811], [-12.56625, 9.84532, -4.82481], [-14.01362, 7.74537, 2.87548], [-13.67386, 7.00689, 2.37007], [-14.08727, 7.41084, 3.76930], [-17.88789, 8.06304, -0.56634], [-17.98049, 9.01339, -0.49933], [-18.74641, 7.72017, -0.31813], [-13.71541, 5.36513, 1.56288], [-13.04922, 4.78641, 1.93369], [-14.51477, 5.14975, 2.04337], [-12.40041, 1.36754, -3.77249], [-12.88764, 1.81641, -4.46340], [-12.54635, 1.90047, -2.99087], [-12.43291, 7.94632, 0.49190], [-12.71228, 8.68460, 1.03331], [-11.53673, 8.16294, 0.23467], [-15.41829, 7.62088, 0.12328], [-15.15048, 8.17413, 0.85705], [-16.35476, 7.79182, 0.02311], [-15.10880, 4.19354, -3.62311], [-15.77738, 4.66070, -4.12411], [-15.13283, 3.30006, -3.96566], [-17.73516, 2.69804, -1.55620], [-17.60564, 3.05803, -2.43362], [-17.18535, 1.91479, -1.53459], [-14.23146, 0.57814, -0.91286], [-13.75259, 1.31633, -1.28965], [-14.11053, 0.67085, 0.03214], [-13.28671, 6.55629, -4.50063], [-13.68431, 7.24358, -5.03520], [-12.89439, 5.95592, -5.13456], [-15.78971, 4.35033, -0.02744], [-15.86733, 4.87368, 0.77027], [-16.69163, 4.23132, -0.32510], [-16.70937, 6.13066, -2.51993], [-17.16701, 6.77390, -1.97859], [-17.28803, 5.99299, -3.26989]],
  "atomic_forces_ev_per_a": [[0.3, -0.6, 0.2], [-1.7, 4.7, -0.3], [-2.2, -0.1, -4.1], [-2.4, 0.5, 3.3], [1.6, -4.3, 0.1], [3.7, 2.0, 0.2], [-0.5, 0.3, -0.2], [0.1, 0.1, 0.4], [0.2, -0.2, 0.0], [-0.6, 0.1, 0.2], [0.2, 0.2, -0.3], [0.0, -0.3, 0.1], [0.1, -0.1, 0.7], [0.1, 0.1, 0.4], [0.4, -0.2, 0.0], [-0.4, -1.0, 0.0], [0.8, 0.1, -0.1], [-0.4, -0.1, 0.4], [-0.2, -0.7, 0.8], [0.3, -0.3, 0.2], [-0.3, 0.0, -0.6], [-0.2, 0.2, -0.2], [0.3, 0.4, 0.0], [-0.1, 0.0, -0.4], [-0.3, 0.6, -0.1], [0.3, -0.4, -0.3], [-0.1, 0.2, 0.4], [-0.1, -0.1, -0.3], [-0.1, 0.5, -0.1], [-0.4, -0.2, 0.2], [0.1, 0.3, -0.5], [0.5, -0.4, 0.0], [-0.2, -0.2, 0.3], [0.1, -0.2, -0.2], [0.0, 0.0, -0.3], [0.1, 0.0, -0.1], [0.0, -0.6, -0.3], [-0.3, 0.2, 0.4], [0.1, 0.1, -0.2], [1.1, -0.7, -0.4], [0.5, 0.0, 0.5], [-0.8, -0.2, -0.2], [0.3, 0.3, 0.4], [0.0, 0.3, -0.1], [0.2, -0.5, 0.0], [0.0, 0.5, 0.3], [-0.1, 0.0, -0.2], [0.2, -0.4, 0.1], [-0.3, -0.3, -0.3], [-0.3, 0.0, -0.1], [0.0, -0.1, 0.4], [0.0, 0.0, 0.8], [-0.4, 0.3, 0.1], [0.2, -0.5, 0.0], [1.1, 0.4, -0.3], [0.0, 0.3, 0.1], [-0.7, -0.5, -0.7], [0.6, -0.3, 0.1], [-0.2, 0.6, 0.4], [-0.2, 0.0, -0.3]],
  "nbo_charge": [1.76, -1.00, 0.08, 0.07, 0.24, 0.06, -0.93, 0.49, 0.48, -0.93, 0.50, 0.48, -0.89, 0.48, 0.47, -0.94, 0.50, 0.49, -0.95, 0.48, 0.50, -0.97, 0.51, 0.51, -0.99, 0.49, 0.49, -0.97, 0.51, 0.51, -0.93, 0.51, 0.48, -0.92, 0.46, 0.46, -0.93, 0.50, 0.48, -0.97, 0.50, 0.50, -0.94, 0.49, 0.50, -0.95, 0.46, 0.49, -0.87, 0.47, 0.48, -0.93, 0.50, 0.50, -0.88, 0.47, 0.52, -0.95, 0.50, 0.48]
}

[2]
{
  "formula": "CH17N4O3",
  "method": "ωB97M-V with the def2-TZVPD basis set",
  "e_homo_ev": -24.004,
  "charge": 3,
  "mol_weight_g_mol": 133.2,
  "e_lumo_ev": -10.875,
  "de_lowest_kj_mol": 666.77,
  "elements": ["N", "H", "H", "H", "H", "N", "H", "H", "H", "H", "N", "H", "H", "H", "H", "N", "H", "H", "H", "H", "O", "C", "O", "O", "H"],
  "positions_angstrom": [[1.14892, -1.43157, 1.19003], [1.97411, -0.93381, 1.49235], [1.38141, -2.22096, 0.60443], [0.53165, -0.86427, 0.62677], [0.68233, -1.80298, 2.00517], [2.75403, 1.00708, -0.98015], [1.83722, 1.39213, -0.80324], [2.76772, 0.77084, -1.96204], [2.80039, 0.23083, -0.33565], [3.50787, 1.63775, -0.74759], [-2.69323, -0.34894, -0.91079], [-2.70793, -0.48986, 0.08923], [-3.22434, 0.50793, -0.97231], [-3.31895, -1.06083, -1.25974], [-1.79937, -0.26852, -1.37409], [-0.99062, 0.91908, 1.93056], [-1.34438, 1.86224, 1.85696], [-0.06383, 0.86315, 2.32807], [-0.77726, 0.62280, 0.98886], [-1.61301, 0.27262, 2.39405], [-0.88952, -0.37109, -1.96674], [-0.16464, -0.16233, -0.89319], [-0.57240, -0.40299, 0.25404], [0.95974, 0.28107, -1.04441], [-0.18594, -0.00927, -2.51049]],
  "atomic_forces_ev_per_a": [[3.3, -2.4, 1.8], [0.6, -0.3, 0.3], [0.7, -0.7, 0.0], [-0.3, 0.5, 0.7], [-0.2, -0.3, 0.5], [4.7, 2.7, 1.0], [1.0, 1.4, 0.1], [0.5, -0.4, -0.2], [0.6, -0.3, -0.6], [0.8, 0.4, -0.3], [-7.1, 0.3, 3.9], [0.2, -0.5, 0.2], [-0.5, 0.6, -0.7], [-0.2, -0.5, -0.7], [-3.7, 0.2, 0.2], [-0.1, 2.4, 2.4], [-0.2, 0.7, 1.1], [0.0, 0.7, 1.1], [-0.6, 0.0, -0.3], [-0.4, 0.0, 0.4], [6.7, -0.7, -3.9], [2.1, 0.2, 0.8], [-3.4, -1.9, -3.4], [-4.4, -2.5, -1.3], [-0.2, 0.2, -2.9]],
  "nbo_charge": [-0.88, 0.43, 0.46, 0.41, 0.45, -0.82, 0.46, 0.46, 0.42, 0.45, -0.87, 0.41, 0.44, 0.46, 0.39, -0.87, 0.46, 0.43, 0.42, 0.45, -0.59, 0.99, -0.73, -0.78, 0.57]
}

[3]
{
  "formula": "C43H50N9TeY",
  "method": "ωB97M-V with the def2-TZVPD basis set",
  "e_homo_ev": 0.168,
  "charge": -2,
  "mol_weight_g_mol": 909.4,
  "e_lumo_ev": 3.962,
  "de_lowest_kj_mol": 189.83,
  "elements": ["Y", "C", "C", "C", "C", "C", "N", "C", "C", "C", "C", "C", "C", "C", "N", "C", "C", "C", "N", "C", "C", "N", "C", "C", "C", "N", "H", "H", "H", "H", "H", "H", "H", "H", "H", "H", "H", "H", "H", "H", "H", "H", "H", "H", "C", "C", "N", "C", "C", "N", "C", "C", "N", "H", "H", "H", "H", "H", "H", "H", "H", "H", "H", "H", "H", "H", "H", "H", "C", "Te", "C", "H", "H", "H", "H", "H", "H", "C", "C", "C", "C", "C", "C", "C", "H", "H", "H", "H", "H", "C", "C", "C", "C", "C", "C", "C", "C", "N", "H", "H", "H", "H", "H", "H"],
  "positions_angstrom": [[-0.37154, 0.28655, 0.03660], [-2.13258, -7.22571, -0.92552], [-1.74768, -5.88265, -0.36013], [-1.42964, -5.72296, 0.97649], [-1.06497, -4.46472, 1.44405], [-1.03900, -3.30279, 0.65886], [-0.64034, -2.08432, 1.20196], [0.09758, -2.07386, 2.34824], [1.21107, -2.91161, 2.61523], [2.00939, -2.76200, 3.73032], [1.74291, -1.79105, 4.69561], [2.63097, -1.58730, 5.89718], [0.62336, -1.00062, 4.49979], [-0.19633, -1.14502, 3.38707], [-1.37743, -0.35800, 3.32727], [-2.18784, -0.05684, 4.36818], [-3.20362, 0.73521, 3.88041], [-2.92467, 0.86759, 2.51451], [-1.82901, 0.19551, 2.19444], [-1.56968, -3.43794, -0.67183], [-1.77925, -4.74774, -1.15917], [-1.91943, -2.38863, -1.47897], [-2.79723, -2.46700, -2.56597], [-3.09023, -1.25640, -3.04060], [-2.42296, -0.23125, -2.16293], [-1.50527, -1.03856, -1.34515], [-1.84118, -8.03297, -0.25108], [-3.21587, -7.28813, -1.06896], [-1.66726, -7.40593, -1.89799], [-1.45027, -6.56714, 1.65878], [-0.80345, -4.36610, 2.48929], [1.44872, -3.68787, 1.90085], [2.87190, -3.41012, 3.85573], [3.44863, -2.30872, 5.89964], [3.06054, -0.58298, 5.90264], [2.06731, -1.70989, 6.82589], [0.38176, -0.23307, 5.22870], [-2.00149, -0.44520, 5.35363], [-4.02015, 1.16431, 4.43433], [-3.46425, 1.41421, 1.75776], [-1.99860, -4.88417, -2.20991], [-3.18490, -3.41113, -2.90510], [-3.75907, -1.01560, -3.85086], [-3.25762, 0.15423, -1.49609], [2.31247, -2.10279, -1.84166], [2.47825, -2.13364, -0.32097], [2.50181, -0.79014, 0.24881], [3.66938, 0.01388, -0.09049], [3.30760, 1.39247, -0.68566], [2.19115, 1.32001, -1.60261], [2.50175, 0.76396, -2.91678], [1.48706, -0.31010, -3.30802], [1.23369, -1.20691, -2.19968], [2.14320, -3.13218, -2.18265], [3.24078, -1.76569, -2.31259], [3.38008, -2.71596, -0.06575], [1.60817, -2.64092, 0.09542], [2.38184, -0.85723, 1.25275], [4.28386, -0.53610, -0.80895], [4.29873, 0.19562, 0.78750], [4.21966, 1.80559, -1.14976], [3.02291, 2.05806, 0.12479], [1.73545, 2.21881, -1.69144], [3.51190, 0.34146, -2.88790], [2.50433, 1.53279, -3.69622], [1.83859, -0.82763, -4.21606], [0.54841, 0.18407, -3.53996], [0.35617, -1.69249, -2.33138], [-0.68407, 3.88567, -1.67541], [-2.18064, 2.48155, -1.00876], [-2.53365, 4.17643, 0.68480], [-0.14496, 4.25206, -0.80218], [-1.15631, 4.72919, -2.17726], [-0.00544, 3.39059, -2.37118], [-3.30788, 4.87396, 0.33747], [-1.64930, 4.77252, 0.92749], [-2.89593, 3.74022, 1.62582], [-1.79103, 1.02334, -2.72404], [-1.48701, 1.19831, -4.07634], [-1.28712, 0.13403, -5.03245], [-0.94059, 0.37154, -6.34455], [-0.75768, 1.66476, -6.84035], [-0.96605, 2.72763, -5.95338], [-1.31712, 2.51505, -4.64060], [-1.38182, -0.88732, -4.69004], [-0.79312, -0.47303, -7.01427], [-0.48141, 1.84113, -7.87396], [-0.87247, 3.74843, -6.31663], [-1.51027, 3.36448, -3.99653], [1.04667, 1.65675, 1.97830], [0.87296, 3.04071, 2.26821], [-0.16136, 3.49671, 3.12890], [-0.30917, 4.81546, 3.46324], [0.56904, 5.79510, 2.96309], [1.59521, 5.37381, 2.10239], [1.74293, 4.05092, 1.77264], [0.42715, 7.15542, 3.32227], [0.30979, 8.26415, 3.62678], [0.64182, 1.01648, 2.75792], [2.07456, 1.38094, 1.74339], [-0.85738, 2.76661, 3.52864], [-1.11450, 5.13183, 4.11478], [2.28639, 6.11398, 1.71527], [2.56119, 3.76403, 1.12269]],
  "atomic_forces_ev_per_a": [[0.8, -1.6, -0.5], [0.0, 0.1, 0.0], [0.0, 0.0, 0.1], [0.0, -0.1, 0.0], [0.0, 0.2, -0.1], [0.1, -0.2, 0.2], [0.1, 0.7, -0.4], [-0.1, 0.0, 0.2], [0.0, 0.0, 0.0], [0.0, 0.0, 0.1], [0.0, 0.0, 0.0], [-0.1, 0.0, -0.1], [-0.1, 0.1, 0.0], [0.3, -0.4, -0.2], [-0.2, -0.1, 0.2], [-0.2, 0.1, -0.1], [0.1, 0.0, 0.2], [0.0, -0.1, -0.1], [0.1, 0.5, -0.5], [0.0, 0.1, -0.2], [0.0, 0.0, 0.0], [-0.1, -0.3, 0.3], [-0.1, 0.3, -0.3], [0.1, -0.2, 0.2], [-0.3, 0.5, -0.1], [0.1, 0.2, 0.5], [0.0, 0.0, 0.0], [0.0, 0.0, 0.0], [0.0, 0.0, 0.0], [0.0, 0.0, 0.0], [0.0, 0.0, 0.0], [0.0, 0.0, 0.0], [0.0, 0.0, 0.0], [0.0, 0.0, 0.0], [0.0, 0.0, 0.0], [0.1, 0.0, 0.0], [0.0, 0.0, 0.0], [0.1, 0.0, 0.0], [0.0, 0.0, 0.0], [0.1, 0.0, 0.0], [-0.1, 0.1, 0.0], [0.0, -0.1, 0.1], [0.0, -0.1, 0.0], [0.0, -0.2, -0.2], [0.0, 0.1, 0.2], [0.0, 0.0, -0.2], [-0.4, -0.1, 0.4], [-0.1, 0.3, -0.2], [0.0, -0.1, 0.1], [-0.3, 0.4, 0.1], [-0.2, -0.3, 0.0], [0.1, 0.1, 0.1], [0.1, -0.3, -0.2], [0.0, 0.0, 0.0], [0.0, 0.0, 0.0], [0.0, 0.0, 0.0], [0.0, 0.0, 0.0], [0.1, 0.0, 0.0], [0.0, 0.0, 0.0], [0.0, -0.1, 0.0], [0.0, 0.0, 0.0], [0.0, 0.0, 0.0], [0.1, 0.1, 0.0], [0.0, 0.0, 0.0], [0.0, 0.0, 0.0], [0.0, 0.0, 0.0], [0.0, 0.0, 0.0], [-0.1, 0.2, 0.1], [0.2, 0.0, 0.1], [-0.7, 0.7, -0.2], [0.1, 0.2, 0.1], [0.0, 0.0, 0.0], [0.0, 0.0, 0.0], [-0.1, 0.0, 0.0], [0.0, -0.1, -0.2], [0.1, 0.0, 0.0], [0.0, -0.1, -0.1], [0.4, -0.4, 0.6], [0.0, 0.3, 0.1], [-0.1, 0.0, 0.1], [0.0, 0.1, -0.1], [0.0, 0.0, -0.2], [0.0, 0.0, 0.0], [0.0, 0.0, 0.0], [0.0, 0.0, 0.0], [0.0, 0.0, 0.1], [0.0, 0.0, 0.0], [0.0, 0.0, 0.0], [0.0, 0.0, -0.1], [0.0, -0.3, -0.2], [0.1, 0.2, 0.2], [0.0, -0.1, 0.0], [0.1, 0.3, 0.0], [0.0, -0.6, -0.2], [-0.1, 0.2, 0.1], [-0.1, -0.1, -0.1], [-0.1, 0.4, 0.1], [0.0, -0.1, 0.0], [0.1, 0.0, 0.0], [-0.1, 0.0, 0.0], [0.0, 0.0, 0.0], [0.0, -0.1, 0.0], [0.0, 0.0, 0.0], [0.0, 0.0, 0.0]],
  "lowdin_charge": [1.39, -0.08, -0.33, -0.10, -0.06, -0.22, -0.01, -0.29, -0.06, -0.06, -0.30, -0.07, -0.01, -0.16, -0.08, -0.07, -0.06, -0.14, 0.01, -0.15, -0.02, -0.10, -0.09, -0.05, -0.53, -0.19, 0.06, 0.07, 0.07, 0.09, 0.10, 0.11, 0.10, 0.06, 0.07, 0.07, 0.12, 0.12, 0.09, 0.08, 0.09, 0.09, 0.10, 0.06, -0.21, -0.22, -0.08, -0.20, -0.23, -0.06, -0.19, -0.21, -0.07, 0.12, 0.10, 0.11, 0.08, 0.08, 0.10, 0.11, 0.11, 0.06, 0.09, 0.10, 0.12, 0.12, 0.07, 0.09, -0.41, 1.23, -0.41, -0.02, 0.00, -0.02, -0.06, -0.05, -0.06, -0.45, -0.33, -0.11, -0.16, -0.19, -0.16, -0.10, 0.08, 0.08, 0.06, 0.08, 0.06, -0.16, -0.32, -0.06, -0.06, -0.28, -0.06, -0.06, -0.24, 0.09, 0.01, 0.01, 0.10, 0.11, 0.11, 0.09]
}